# C19H18BrF2N3O

3 unconnected molecules or ions with the total composition C19H18BrF2N3O (ωB97M-V/def2-TZVPD, the OMol25 dataset).

CARTESIAN COORDINATES (ANGSTROEM)
C 0.30 1.39 1.64
C -0.93 2.30 1.45
C -0.63 3.72 0.95
N -2.06 1.77 1.70
C -3.20 2.68 1.83
C -4.11 2.07 2.90
N -4.75 1.63 3.71
C -4.03 2.65 0.49
O -3.50 3.40 -0.55
Br -5.93 3.13 0.71
C -4.01 1.20 0.00
N -3.94 0.12 -0.29
H 0.61 1.13 0.60
H 1.14 1.92 2.10
H 0.03 0.43 2.12
H -1.10 3.98 -0.01
H 0.46 3.81 0.78
H -0.85 4.44 1.76
H -2.97 3.70 2.20
H -3.40 4.33 -0.30
F 2.09 0.72 -0.55
C 2.39 0.52 -1.85
C 2.70 1.60 -2.65
C 3.01 1.40 -3.98
C 3.00 0.11 -4.51
C 2.68 -0.97 -3.69
C 2.38 -0.77 -2.35
H 2.70 2.60 -2.22
H 3.27 2.24 -4.62
H 3.24 -0.05 -5.55
H 2.66 -1.97 -4.10
H 2.14 -1.59 -1.70
F 1.33 -3.52 -1.31
C 1.11 -4.00 -0.07
C -0.18 -4.34 0.30
C -0.41 -4.84 1.57
C 0.65 -4.97 2.47
C 1.93 -4.61 2.08
C 2.17 -4.12 0.80
H -0.99 -4.22 -0.41
H -1.41 -5.12 1.87
H 0.47 -5.35 3.46
H 2.76 -4.71 2.78
H 3.17 -3.85 0.48

Spin multiplicity: 1
E_tot: -3747.9784 Eh
Kohn-Sham gap: 9.58 eV
SMILES: CC(C)=N[C@H](C#N)[C@](O)(Br)C#N.Fc1ccccc1.Fc1ccccc1

The net atomic charges from Löwdin, expressed in e, are: number 1, C, carries -0.03; number 2, C, carries -0.34; number 3, C, carries -0.02; number 4, N, carries 0.09; number 5, C, carries -0.29; number 6, C, carries -0.23; number 7, N, carries 0.17; number 8, C, carries -0.81; number 9, O, carries -0.06; number 10, Br, carries 0.79; number 11, C, carries -0.24; number 12, N, carries 0.20; number 13, H, carries 0.07; number 14, H, carries 0.09; number 15, H, carries 0.09; number 16, H, carries 0.08; number 17, H, carries 0.08; number 18, H, carries 0.09; number 19, H, carries 0.15; number 20, H, carries 0.11; number 21, F, carries 0.03; number 22, C, carries -0.27; number 23, C, carries -0.02; number 24, C, carries -0.09; number 25, C, carries -0.09; number 26, C, carries -0.07; number 27, C, carries -0.01; number 28, H, carries 0.11; number 29, H, carries 0.10; number 30, H, carries 0.10; number 31, H, carries 0.11; number 32, H, carries 0.09; number 33, F, carries 0.04; number 34, C, carries -0.28; number 35, C, carries -0.01; number 36, C, carries -0.08; number 37, C, carries -0.10; number 38, C, carries -0.08; number 39, C, carries -0.02; number 40, H, carries 0.12; number 41, H, carries 0.11; number 42, H, carries 0.10; number 43, H, carries 0.10; number 44, H, carries 0.12

---

# C19H18ClFN2O3

A single C19H18ClFN2O3 molecule (ωB97M-V/def2-TZVPD, the OMol25 dataset).

CARTESIAN COORDINATES (ANGSTROEM)
O 2.21 2.87 1.32
C 2.13 2.27 0.27
N 2.67 1.05 0.09
C 2.59 0.23 -1.09
H 2.26 0.81 -1.95
C 1.60 -0.92 -0.85
N 1.71 -1.37 0.52
C 0.69 -1.81 1.28
O 0.81 -2.03 2.47
C -0.62 -2.05 0.59
C -0.76 -2.93 -0.48
C -2.00 -3.22 -1.03
C -3.13 -2.64 -0.49
C -3.02 -1.78 0.60
C -1.78 -1.50 1.13
H -1.69 -0.84 1.99
H -3.91 -1.35 1.03
H -4.10 -2.87 -0.90
H -2.05 -3.91 -1.86
F 0.33 -3.53 -0.99
C 3.00 -1.13 1.14
H 3.77 -1.63 0.54
C 3.26 0.38 1.24
H 2.80 0.80 2.13
H 4.34 0.58 1.28
H 2.98 -1.58 2.13
H 1.83 -1.74 -1.55
H 0.58 -0.58 -1.04
H 3.59 -0.16 -1.30
C 1.41 2.90 -0.93
H 2.13 3.09 -1.73
O 0.40 2.09 -1.51
C -0.77 1.93 -0.83
C -1.78 1.26 -1.53
C -3.02 1.07 -0.96
C -3.26 1.55 0.32
C -2.27 2.19 1.03
C -1.02 2.38 0.46
H -0.26 2.88 1.04
H -2.46 2.55 2.03
Cl -4.83 1.34 1.03
H -3.80 0.57 -1.51
H -1.57 0.91 -2.53
H 1.00 3.86 -0.60

Spin multiplicity: 1
E_tot: -1630.1446 Eh
Kohn-Sham gap: 9.30 eV
SMILES: O=C(COc1ccc(Cl)cc1)N1CCN(C(=O)c2ccccc2F)CC1
Relative energy (zero: lowest compared OMol25 entry of this formula, charge and spin): 29.5 kJ/mol

The net atomic charges from Löwdin, expressed in e, are: number 1, O, carries 0.06; number 2, C, carries -0.44; number 3, N, carries -0.04; number 4, C, carries -0.11; number 5, H, carries 0.12; number 6, C, carries -0.10; number 7, N, carries -0.03; number 8, C, carries -0.40; number 9, O, carries 0.08; number 10, C, carries -0.07; number 11, C, carries -0.22; number 12, C, carries 0.00; number 13, C, carries -0.07; number 14, C, carries -0.09; number 15, C, carries 0.00; number 16, H, carries 0.13; number 17, H, carries 0.08; number 18, H, carries 0.11; number 19, H, carries 0.12; number 20, F, carries 0.07; number 21, C, carries -0.11; number 22, H, carries 0.13; number 23, C, carries -0.09; number 24, H, carries 0.13; number 25, H, carries 0.13; number 26, H, carries 0.13; number 27, H, carries 0.13; number 28, H, carries 0.12; number 29, H, carries 0.13; number 30, C, carries -0.09; number 31, H, carries 0.14; number 32, O, carries -0.06; number 33, C, carries -0.26; number 34, C, carries 0.00; number 35, C, carries -0.11; number 36, C, carries -0.69; number 37, C, carries -0.09; number 38, C, carries 0.01; number 39, H, carries 0.11; number 40, H, carries 0.11; number 41, Cl, carries 0.68; number 42, H, carries 0.11; number 43, H, carries 0.12; number 44, H, carries 0.14

---

# C19H18ClN3O2S

2 unconnected molecules or ions with the total composition C19H18ClN3O2S (ωB97M-V/def2-TZVPD, the OMol25 dataset).

CARTESIAN COORDINATES (ANGSTROEM)
C 5.34 0.56 -0.42
H 5.76 1.50 -0.94
O 4.06 0.59 -0.73
C 3.29 -0.66 -0.33
C 3.83 -1.88 0.21
C 2.98 -2.88 0.78
C 1.60 -2.95 0.57
C 1.08 -1.74 -0.39
C 1.80 -0.62 -0.70
N 1.38 0.40 -1.30
C -0.01 0.94 -1.61
N -1.04 0.59 -0.83
C -2.30 0.48 -1.22
C -3.08 -0.48 -0.69
C -2.81 -1.82 -1.42
N -3.48 -2.96 -0.86
C -4.34 -3.04 -0.03
C -4.81 -1.76 0.63
C -4.01 -0.43 0.16
H -4.42 0.45 0.81
H -5.62 -1.72 1.19
H -4.97 -3.73 0.30
H -2.02 -1.77 -1.99
H -2.81 1.60 -0.44
H -2.36 0.98 -2.43
C -0.61 0.63 0.70
C -0.56 1.86 1.10
C 0.55 3.03 1.11
C -0.06 4.11 1.63
C -1.29 3.96 1.74
O -1.68 2.84 1.37
H -2.13 4.66 1.81
H 0.61 5.08 1.67
H 1.51 2.48 0.91
H -1.57 0.08 1.23
H 0.26 0.28 1.02
S -0.20 1.42 -3.29
H 2.03 0.94 -1.60
H 0.04 -1.77 -0.52
Cl 0.60 -4.05 0.93
H 3.56 -3.70 1.41
H 4.71 -1.62 0.85
H 5.45 0.50 0.59
H 5.75 -0.40 -0.99

Spin multiplicity: 1
E_tot: -1907.2886 Eh
Kohn-Sham gap: 7.55 eV
Relative energy (zero: lowest compared OMol25 entry of this formula, charge and spin): 1904.7 kJ/mol

The net atomic charges from Löwdin, expressed in e, are: number 1, C, carries -0.18; number 2, H, carries 0.13; number 3, O, carries -0.14; number 4, C, carries -0.04; number 5, C, carries -0.05; number 6, C, carries -0.15; number 7, C, carries -0.84; number 8, C, carries 0.02; number 9, C, carries -0.30; number 10, N, carries 0.09; number 11, C, carries -0.61; number 12, N, carries -0.11; number 13, C, carries -0.27; number 14, C, carries -0.36; number 15, C, carries 0.11; number 16, N, carries 0.05; number 17, C, carries -0.22; number 18, C, carries 0.12; number 19, C, carries -0.02; number 20, H, carries 0.14; number 21, H, carries 0.01; number 22, H, carries 0.05; number 23, H, carries 0.04; number 24, H, carries 0.21; number 25, H, carries 0.16; number 26, C, carries -0.10; number 27, C, carries -0.12; number 28, C, carries 0.06; number 29, C, carries -0.17; number 30, C, carries -0.27; number 31, O, carries 0.03; number 32, H, carries 0.16; number 33, H, carries 0.17; number 34, H, carries 0.12; number 35, H, carries 0.21; number 36, H, carries 0.08; number 37, S, carries 0.59; number 38, H, carries 0.04; number 39, H, carries 0.05; number 40, Cl, carries 0.86; number 41, H, carries 0.14; number 42, H, carries 0.11; number 43, H, carries 0.05; number 44, H, carries 0.14

---

# C19H18ClN4O7ReS

A molecular structure, C19H18ClN4O7ReS (ωB97M-V/def2-TZVPD, the OMol25 dataset).

CARTESIAN COORDINATES (ANGSTROEM)
Re 1.99 -0.30 -0.44
C -3.60 -1.35 -3.24
C -2.22 -1.67 -3.78
N -1.31 -2.09 -2.70
C -1.23 -3.53 -2.44
C -0.14 -4.19 -3.27
C -0.61 -1.19 -2.02
S 0.43 -1.79 -0.71
N -0.82 0.09 -2.32
C -0.08 1.13 -2.02
O 1.11 1.07 -1.48
C -0.59 2.46 -2.32
C 0.15 3.60 -2.00
C -0.35 4.86 -2.28
C -1.60 4.99 -2.88
C -2.34 3.86 -3.20
C -1.84 2.60 -2.93
H -4.26 -1.07 -4.06
H -3.55 -0.51 -2.54
H -4.04 -2.20 -2.73
H -1.78 -0.82 -4.29
H -2.26 -2.51 -4.47
H -2.21 -3.94 -2.68
H -1.07 -3.70 -1.38
H -0.31 -4.02 -4.34
H -0.14 -5.26 -3.10
H 0.84 -3.80 -3.01
H 1.12 3.50 -1.53
H 0.22 5.74 -2.03
H -1.99 5.97 -3.10
H -3.31 3.96 -3.68
H -2.41 1.72 -3.18
Cl 3.68 -1.18 -1.55
O 2.68 -1.15 1.43
C 2.05 -0.26 2.06
O 1.44 0.59 1.29
C 1.99 -0.14 3.51
C 2.60 -1.11 4.31
C 2.52 -0.97 5.68
C 1.86 0.09 6.28
C 1.27 1.03 5.45
C 1.32 0.94 4.08
N 0.55 2.17 6.06
O 0.06 2.98 5.30
O 0.51 2.21 7.27
N 3.16 -1.99 6.54
O 3.71 -2.90 5.98
O 3.05 -1.84 7.74
H 3.13 -1.94 3.88
H 1.80 0.18 7.36
H 0.84 1.69 3.47

Spin multiplicity: 2
E_tot: -2416.8537 Eh
Charge: +1
Kohn-Sham gap (spin up / spin down): 6.96 / 7.09 eV
Relative energy (zero: lowest compared OMol25 entry of this formula, charge and spin): 0.0 kJ/mol

The net atomic charges from Löwdin, expressed in e, are: number 1, Re, carries 1.03; number 2, C, carries -0.06; number 3, C, carries -0.18; number 4, N, carries -0.10; number 5, C, carries -0.23; number 6, C, carries -0.06; number 7, C, carries -0.57; number 8, S, carries 0.77; number 9, N, carries 0.14; number 10, C, carries -0.35; number 11, O, carries -0.22; number 12, C, carries -0.14; number 13, C, carries -0.01; number 14, C, carries -0.05; number 15, C, carries -0.05; number 16, C, carries -0.05; number 17, C, carries -0.01; number 18, H, carries 0.09; number 19, H, carries 0.07; number 20, H, carries 0.08; number 21, H, carries 0.12; number 22, H, carries 0.13; number 23, H, carries 0.13; number 24, H, carries 0.08; number 25, H, carries 0.08; number 26, H, carries 0.09; number 27, H, carries 0.07; number 28, H, carries 0.12; number 29, H, carries 0.11; number 30, H, carries 0.11; number 31, H, carries 0.11; number 32, H, carries 0.10; number 33, Cl, carries 0.15; number 34, O, carries -0.09; number 35, C, carries -0.53; number 36, O, carries -0.12; number 37, C, carries -0.10; number 38, C, carries 0.10; number 39, C, carries -0.09; number 40, C, carries 0.12; number 41, C, carries -0.09; number 42, C, carries 0.10; number 43, N, carries -0.35; number 44, O, carries 0.10; number 45, O, carries 0.12; number 46, N, carries -0.35; number 47, O, carries 0.11; number 48, O, carries 0.12; number 49, H, carries 0.14; number 50, H, carries 0.14; number 51, H, carries 0.14

---

# C19H18FN7O2

A single C19H18FN7O2 molecule (ωB97M-V/def2-TZVPD, the OMol25 dataset).

CARTESIAN COORDINATES (ANGSTROEM)
N -0.33 0.10 -5.18
O 0.29 -4.92 0.62
F 0.62 -1.83 -2.15
C -0.34 0.18 -4.00
N -3.00 3.93 1.30
N -1.04 1.36 -2.07
N -0.93 0.52 0.05
O 3.23 -3.90 -0.94
C 1.44 -4.50 0.80
C -2.32 2.80 1.16
C -2.65 5.55 -2.54
C -2.06 4.34 -2.22
C -3.41 6.26 -1.50
C -1.89 2.65 -0.24
C -3.55 5.76 -0.24
C -2.24 3.81 -0.87
C -1.22 1.49 -0.78
C -0.47 0.26 -2.58
C -0.34 -0.56 -0.40
C 0.00 -0.72 -1.72
N -2.94 4.54 0.09
N 1.70 -3.51 1.77
N -0.13 -1.61 0.50
C 2.52 -4.95 -0.24
C 2.98 -2.88 1.96
C 2.87 -1.45 1.46
C 0.59 -2.85 2.50
C 1.64 -0.68 1.98
C 0.31 -1.49 1.89
H 2.58 -3.32 -1.40
H -2.18 2.09 1.99
H -2.53 5.97 -3.52
H -1.50 3.81 -2.99
H -3.91 7.20 -1.76
H -4.17 6.20 0.48
H 0.06 -2.49 0.07
H 3.24 -5.52 0.30
H 2.10 -5.62 -0.98
H 3.83 -3.43 1.51
H 3.18 -2.87 3.03
H 3.77 -0.88 1.62
H 2.74 -1.51 0.35
H -0.34 -3.44 2.47
H 0.86 -2.72 3.56
H 1.58 0.22 1.35
H 1.86 -0.43 3.02
H -0.49 -1.01 2.48

Spin multiplicity: 1
E_tot: -1368.4431 Eh
Kohn-Sham gap: 7.89 eV
SMILES: N#Cc1nc(-c2cnn3ccccc23)nc(N[C@@H]2CCCN(C(=O)CO)C2)c1F

The net atomic charges from Löwdin, expressed in e, are: number 1, N, carries 0.17; number 2, O, carries 0.04; number 3, F, carries 0.10; number 4, C, carries -0.11; number 5, N, carries 0.08; number 6, N, carries 0.18; number 7, N, carries 0.22; number 8, O, carries -0.07; number 9, C, carries -0.36; number 10, C, carries -0.05; number 11, C, carries -0.06; number 12, C, carries 0.01; number 13, C, carries -0.07; number 14, C, carries -0.11; number 15, C, carries -0.02; number 16, C, carries -0.13; number 17, C, carries -0.31; number 18, C, carries -0.19; number 19, C, carries -0.25; number 20, C, carries -0.16; number 21, N, carries -0.08; number 22, N, carries -0.05; number 23, N, carries 0.12; number 24, C, carries -0.13; number 25, C, carries -0.17; number 26, C, carries -0.17; number 27, C, carries -0.10; number 28, C, carries -0.13; number 29, C, carries -0.28; number 30, H, carries 0.09; number 31, H, carries 0.12; number 32, H, carries 0.09; number 33, H, carries 0.10; number 34, H, carries 0.10; number 35, H, carries 0.11; number 36, H, carries 0.10; number 37, H, carries 0.11; number 38, H, carries 0.12; number 39, H, carries 0.13; number 40, H, carries 0.12; number 41, H, carries 0.11; number 42, H, carries 0.11; number 43, H, carries 0.13; number 44, H, carries 0.13; number 45, H, carries 0.11; number 46, H, carries 0.11; number 47, H, carries 0.15